Record 1
ORCA calculation (ωB97M-V/def2-TZVPD) on a molecular structure, C27H29KN4O4 at a distorted geometry.

Positions of all 65 atoms, in Å:
C -3.056066 -2.252082 1.449474
C 0.393129 4.405440 0.629702
H 3.749500 -6.987240 0.611941
C 1.483872 0.912138 1.575100
H 1.088568 4.446228 -0.217186
H 0.708151 5.117554 1.429185
N -1.360480 1.498836 -1.082915
H 0.560849 3.729458 -6.640896
C 2.120207 -4.009312 0.063630
O 1.001957 -3.571805 -0.233425
C -1.748174 -2.979834 3.784351
H 1.973037 3.318912 -4.643614
H -1.340290 3.618647 2.512859
C -3.154927 -2.915769 3.745750
H 1.448116 -6.049874 0.172933
H 1.306072 2.652950 2.841019
C 1.375267 2.447400 1.764988
H -2.161077 0.402473 0.551652
C 4.729423 -5.034021 0.461315
C 3.111341 -1.666298 0.276115
H -4.881457 -2.304423 2.549315
C 0.924039 3.091324 -4.633185
H -3.172205 2.574993 1.645953
H 0.468326 0.552370 1.501413
C -2.342592 1.362923 0.071402
C 2.326306 -5.431356 0.275139
C -3.748512 -1.992021 0.109424
C -1.760044 2.501415 -4.545334
H -2.824376 2.138959 -4.497573
H -2.911830 2.225831 -2.363811
O -4.952574 -1.679108 0.257216
H -2.343070 3.482110 0.375766
O 1.240372 2.070189 -2.572874
H 3.295249 0.660165 0.429366
H -0.027374 -2.719668 2.397394
C 3.577577 -5.941219 0.493195
C -3.822697 -2.472281 2.620575
H -1.282331 -3.295920 4.664834
H 1.820495 1.075245 -0.500249
H -0.609894 4.743370 0.260893
H 2.345555 2.906291 1.438068
C -1.014592 2.309435 -3.375633
H 1.903747 0.467524 2.504974
H 5.435545 -3.068274 0.455529
C -1.224386 2.876956 -5.761039
H -3.734497 -3.221796 4.600399
C 4.507068 -3.689474 0.424902
C 0.429539 2.468312 -3.450698
N 2.050472 -0.983309 0.055267
H -3.353782 1.339077 -0.358592
H 4.108391 -1.221673 0.531432
O -3.078166 -2.021898 -0.905935
C -1.817476 1.956623 -2.195854
C -2.252919 2.589696 0.949434
K -0.371788 -1.430674 -0.898467
N 0.210673 3.054741 1.113249
C 2.231762 0.450750 0.311575
C 0.132544 3.295816 -5.744024
C 3.225436 -3.129481 0.286217
H 5.751706 -5.449727 0.675651
H -1.842148 3.051389 -6.664143
C -1.097642 -2.647418 2.595733
N -1.728371 -2.332791 1.478964
H -0.965940 1.913661 2.502154
C -1.052625 2.789541 1.840004

Forces on atoms 1 to 6 (eV/Å):
C 0.0 -0.4 1.0
C -1.2 0.0 0.1
H 0.0 -0.7 0.1
C 0.1 0.1 0.4
H -0.1 -0.1 0.2
H 0.0 -0.1 -0.2

The calculation puts the HOMO energy at -1.571 eV. Its frontier orbital gap is 5.8383 eV. The value obtained for the total energy is -2166.24080 Eh. Its spin multiplicity is 1. The total charge is -2.

=====

Record 2
ORCA calculation (ωB97M-V/def2-TZVPD) on C27H29N3O5S in the gas phase at a distorted geometry.

Positions of all 65 atoms, in Å:
C -2.116475 -1.608232 -1.439879
C -4.251048 -2.622159 -0.939537
C -2.671920 2.949568 0.385040
O 2.518659 -3.369047 -1.438922
H -2.630315 -3.624221 -1.913217
C 3.464155 0.229401 -0.473040
H 2.027838 -5.406450 1.884022
C -6.231121 1.974821 -0.247969
H -4.892209 -3.490624 -0.984749
C -0.742384 1.383308 -0.955156
O 5.137258 3.210701 0.575227
C 0.666128 -1.272017 1.157945
H -7.151218 2.325626 0.211760
C 4.438729 2.498323 -0.095095
C -2.578943 -0.433156 -0.860754
H 6.668650 1.037104 0.217938
H -0.016574 0.782689 -1.485779
H 0.453310 -4.706310 1.472649
C 2.958196 4.263471 -0.713125
C 5.946168 -0.958889 -0.123695
H -1.209881 -2.322155 1.106209
O 1.244197 -1.268663 -1.687419
H 4.920009 -2.809804 -0.550874
N 0.829764 3.170770 -0.834024
C -0.461984 2.685958 -0.563910
H 1.282938 -0.721324 1.884783
N -4.084366 0.884327 0.230956
H 2.487158 0.662188 -0.608072
C 3.605854 -1.137264 -0.577943
H 1.987340 -2.974110 2.457467
C -4.727842 -1.463893 -0.355614
C 2.090555 -3.302347 1.419759
H -5.728221 -1.425989 0.049299
H -5.813743 0.519752 1.296531
C -0.611027 -1.770711 1.825395
C -2.964382 -2.697762 -1.470572
H 1.404903 2.527172 -1.363651
C -2.953803 1.638482 0.025048
H -5.737327 2.814528 -0.731292
C 4.576961 1.019628 -0.203546
N 1.420437 -2.347525 0.560206
O 3.415996 2.922863 -0.851859
H -1.187868 -0.919943 2.178601
S 2.120917 -2.099511 -0.912738
C -5.312682 1.359710 0.807554
C -1.985876 0.854761 -0.648310
H -1.173306 4.470317 0.374312
H -3.400618 3.568236 0.885872
C -1.423168 3.461422 0.092466
H 0.397297 -0.601800 0.342972
H 3.109891 4.786961 -1.662635
H -0.386531 -2.416514 2.670499
C -3.881510 -0.364182 -0.311648
H 3.157435 -3.313761 1.172393
C 1.513526 -4.701010 1.236055
C 4.839237 -1.741831 -0.420467
H 6.911996 -1.421429 0.010277
C 5.816259 0.414773 -0.008574
C 1.457116 4.266866 -0.359754
H 3.518268 4.778279 0.073008
H -5.071646 2.102695 1.572862
O 0.960857 5.176757 0.264286
H 1.642905 -5.003463 0.201149
H -6.476926 1.236393 -1.007552
H -1.116001 -1.661776 -1.841160

Forces on atoms 1 to 6 (eV/Å):
C -0.1 0.1 0.0
C -0.1 0.0 0.0
C -0.1 -0.1 0.0
O 0.3 -0.1 0.3
H 0.0 -0.1 0.0
C 0.1 0.3 0.0

The SMILES is CCN(CC)S(=O)(=O)c1cccc(C(=O)OCC(=O)Nc2ccc3c(c2)c2ccccc2n3CC)c1. The calculation puts the HOMO energy at -7.554 eV. Its frontier orbital gap is 7.5744 eV. As for the energy relative to the best compared isomer or geometry (same formula, charge and spin): 0.000 eV. The value obtained for the total energy is -1984.99089 Eh. Its spin multiplicity is 1.